Here is a structure of composition C5H13N3O at a distorted geometry from the Open Molecules 2025 dataset. Energies are from ωB97M-V with the def2-TZVPD basis set.

The relative energy (zero: lowest compared OMol25 entry of this formula, charge and spin) is 4.2268 eV. The value obtained for the total energy is -11910.390 eV. The gap between HOMO and LUMO comes out at 9.1 eV. As for the charge: 0. The calculation puts the LUMO energy at 1.007 eV.

Structure (XYZ):
```
22
C5H13N3O (ωB97M-V with the def2-TZVPD basis set)
C 0.028 -0.782 0.186
C 0.709 -1.215 1.433
C -0.463 -1.861 -0.718
C -2.276 0.853 -0.850
N 1.085 1.471 0.440
N -1.293 0.607 0.182
C 0.300 0.574 -0.391
N 2.445 1.033 0.546
O 0.489 0.582 -1.652
H 1.001 2.381 -0.014
H -1.304 1.208 0.993
H 2.920 1.643 1.204
H 2.901 1.082 -0.365
H -1.181 -2.482 -0.178
H 0.317 -2.154 1.808
H 1.779 -1.295 1.207
H 0.667 -0.441 2.194
H -0.913 -1.464 -1.622
H 0.379 -2.502 -0.994
H -2.792 1.804 -0.688
H -1.790 0.917 -1.828
H -3.009 0.042 -0.894
```

Atomic partial charges in e from the Löwdin method, atoms 1 to 6: -0.199 -0.039 -0.026 -0.108 -0.065 0.030

***

Here is the molecule C5H13N3O from the Open Molecules 2025 dataset. Energies are from ωB97M-V with the def2-TZVPD basis set.

The relative energy (zero: lowest compared OMol25 entry of this formula, charge and spin) is 3.1194 eV. The value obtained for the total energy is -11911.497 eV. Its SMILES is [H]/N=C/[C@@](C)(NNC)OC. The gap between HOMO and LUMO comes out at 9.9 eV. As for the charge: 0. The calculation puts the LUMO energy at 0.977 eV.

Structure (XYZ):
```
22
C5H13N3O (ωB97M-V with the def2-TZVPD basis set)
H 2.375 1.522 1.304
N 1.816 0.704 1.066
C 0.572 0.895 1.086
C -0.431 -0.219 0.774
C -1.754 0.098 1.485
N -0.547 -0.242 -0.677
N -0.398 1.019 -1.277
C 0.373 0.917 -2.505
O -0.061 -1.493 1.240
C 1.060 -2.105 0.626
H 0.091 1.839 1.340
H -1.594 0.140 2.560
H -2.150 1.049 1.139
H -2.466 -0.695 1.281
H -1.358 -0.786 -0.989
H -1.284 1.479 -1.465
H -0.116 0.307 -3.281
H 1.341 0.471 -2.266
H 0.523 1.926 -2.893
H 1.153 -3.074 1.114
H 1.960 -1.511 0.783
H 0.894 -2.240 -0.447
```

Atomic partial charges in e from the Löwdin method, atoms 1 to 6: 0.060 0.126 -0.162 -0.568 -0.011 -0.020

***

> Which value of charge does entry 2 give?

0